No. 1
Formula: C16H44F2N6O11S2
Source: OMol25
Level of theory: ωB97M-V/def2-TZVPD

Summary:
- LUMO: 0.153 Ha
- E_HOMO: -2.9 eV
- Energy: -75870.0060 eV
- Frontier orbital gap: 7.03 eV
- Total charge: -2

Element x y z (Å)
N  0.059  -5.026  -0.256
S  0.967  -4.315  0.848
O  2.255  -3.869  0.433
O  0.843  -4.823  2.179
F  0.112  -2.967  0.937
S  0.661  -6.545  -0.312
O  0.033  -7.446  0.596
O  2.049  -6.655  -0.613
F  -0.045  -6.933  -1.702
N  0.964  -0.800  -1.187
O  1.667  0.205  -0.815
O  1.465  -1.750  -1.741
O  -0.290  -0.717  -1.046
C  5.084  2.055  -0.453
C  5.181  0.680  -1.151
C  4.907  -0.381  -0.144
O  4.753  -1.622  -0.796
C  4.910  -2.717  0.053
N  4.221  0.596  -2.281
H  5.733  2.081  0.440
H  4.068  2.209  -0.083
H  5.437  2.867  -1.089
H  6.220  0.622  -1.499
H  4.003  -0.158  0.444
H  5.735  -0.483  0.582
H  4.673  -3.603  -0.537
H  4.296  -2.672  0.956
H  5.978  -2.841  0.332
H  3.316  0.654  -1.782
H  4.286  1.514  -2.726
C  -1.443  2.634  -2.100
C  -0.486  3.674  -1.507
C  -1.085  4.646  -0.524
O  -2.180  5.417  -1.014
C  -1.843  6.290  -2.063
N  0.574  3.007  -0.726
H  -2.124  3.089  -2.832
H  -2.069  2.207  -1.309
H  -0.908  1.788  -2.530
H  0.013  4.136  -2.368
H  -0.267  5.292  -0.168
H  -1.426  4.128  0.374
H  -1.451  5.762  -2.938
H  -1.085  7.024  -1.750
H  -2.769  6.807  -2.315
H  1.026  2.203  -1.162
H  0.044  2.526  0.007
C  -1.033  2.132  3.342
C  -0.952  0.948  2.389
C  -1.257  -0.403  3.060
O  -0.595  -0.636  4.281
C  0.758  -0.945  4.107
N  -1.791  1.143  1.204
H  -0.351  2.129  4.193
H  -2.037  2.201  3.802
H  -0.898  3.092  2.833
H  0.103  0.939  2.082
H  -0.936  -1.159  2.321
H  -2.331  -0.570  3.184
H  0.996  -1.496  3.192
H  1.116  -1.519  4.964
H  1.393  -0.039  4.093
H  -1.669  0.245  0.730
H  -2.739  1.402  1.438
C  -4.493  0.333  -1.676
C  -3.532  -0.859  -1.533
C  -3.850  -1.619  -0.275
O  -2.922  -2.618  -0.091
C  -3.054  -3.332  1.106
N  -3.574  -1.754  -2.690
H  -5.535  0.012  -1.552
H  -4.475  0.666  -2.721
H  -4.195  1.185  -1.066
H  -2.512  -0.478  -1.419
H  -4.868  -2.067  -0.412
H  -3.971  -0.998  0.629
H  -3.783  -4.157  1.079
H  -3.325  -2.618  1.901
H  -2.086  -3.770  1.334
H  -3.121  -1.337  -3.497
H  -4.545  -1.842  -2.995

Here are the Löwdin charges for atoms 1 to 8, given in e: number 1, N, carries -0.268; number 2, S, carries 0.447; number 3, O, carries -0.282; number 4, O, carries -0.308; number 5, F, carries -0.204; number 6, S, carries 0.485; number 7, O, carries -0.306; number 8, O, carries -0.291

=====

No. 2
Formula: C4H8BeO
Source: OMol25
Level of theory: ωB97M-V/def2-TZVPD

Summary:
- LUMO (alpha / beta): 0.021 / -0.025 Ha
- E_HOMO (alpha / beta): -7.3 / -5.2 eV
- Energy: -6720.1384 eV
- Frontier orbital gap (alpha / beta): 7.90 / 4.51 eV
- Total charge: 0

Element x y z (Å)
H  0.967  1.233  -0.445
C  0.152  1.234  0.571
C  -0.564  0.121  1.434
C  0.117  -0.550  0.366
H  0.453  2.071  1.203
H  -0.536  1.276  -0.280
H  -1.652  0.163  1.347
H  -0.156  0.035  2.440
H  1.173  -0.768  0.566
C  -0.338  -1.015  -0.982
O  0.384  -0.337  -1.941
Be  1.661  -0.549  -2.327
H  -1.420  -0.794  -1.066
H  -0.240  -2.121  -0.885

Here are the natural (NBO) charges for atoms 1 to 8, given in e: number 1, H, carries 0.180; number 2, C, carries -0.600; number 3, C, carries -0.436; number 4, C, carries -0.204; number 5, H, carries 0.220; number 6, H, carries 0.238; number 7, H, carries 0.212; number 8, H, carries 0.218

=====

No. 3
Formula: C3H4Se
Source: OMol25
Level of theory: ωB97M-V/def2-TZVPD

Summary:
- LUMO (alpha / beta): -0.030 / -0.030 Ha
- E_HOMO (alpha / beta): -9.3 / -9.3 eV
- Energy: -68515.5905 eV
- Frontier orbital gap (alpha / beta): 8.52 / 8.52 eV
- Total charge: 0

Element x y z (Å)
C  2.341  1.310  0.158
C  1.196  0.898  0.220
C  -0.629  -0.634  0.407
Se  -2.251  0.280  0.026
H  3.331  1.720  0.057
H  -0.370  -1.054  1.389
H  -0.005  -1.061  -0.272
H  -2.313  0.303  -1.328

Table of natural (NBO) atomic charges, one value per atom, all in e: number 1, C, carries -0.439; number 2, C, carries -0.177; number 3, C, carries -0.396; number 4, Se, carries 0.254; number 5, H, carries 0.229; number 6, H, carries 0.240; number 7, H, carries 0.213; number 8, H, carries 0.077

=====

No. 4
Formula: C4H9O2
Source: OMol25
Level of theory: ωB97M-V/def2-TZVPD

Summary:
- LUMO: 0.145 Ha
- E_HOMO: -3.8 eV
- Energy: -8389.4804 eV
- Frontier orbital gap: 7.73 eV
- Total charge: -1

Element x y z (Å)
C  2.030  0.232  -1.306
C  2.260  -0.511  0.118
O  2.763  0.235  1.004
O  1.747  -1.622  0.248
H  1.015  -0.082  -1.492
H  2.623  -0.171  -2.165
H  2.605  1.142  -1.243
C  -1.790  -0.157  -0.132
C  -2.031  0.342  1.294
H  -2.137  0.527  -0.909
H  -0.728  -0.206  -0.358
H  -2.194  -1.167  -0.080
H  -1.587  -0.330  2.033
H  -3.085  0.493  1.517
H  -1.491  1.275  1.471

Here are the natural (NBO) charges for atoms 1 to 8, given in e: number 1, C, carries -0.810; number 2, C, carries 0.776; number 3, O, carries -0.805; number 4, O, carries -0.787; number 5, H, carries 0.222; number 6, H, carries 0.181; number 7, H, carries 0.226; number 8, C, carries -0.616

=====

No. 5
Formula: C17H63BaF3NO16
Source: OMol25
Level of theory: ωB97M-V/def2-TZVPD

Summary:
- LUMO: -0.153 Ha
- E_HOMO: -11.5 eV
- Energy: -61735.9619 eV
- Frontier orbital gap: 7.34 eV
- Total charge: +1

Element x y z (Å)
N  -0.579  -0.951  3.453
H  -0.263  -0.463  4.355
H  -0.302  -0.359  2.656
H  -1.585  -0.967  3.592
H  -0.205  -1.919  3.327
Ba  0.276  3.304  4.585
O  0.245  0.688  5.417
H  1.089  0.492  4.981
C  0.565  1.386  0.980
O  -0.302  0.260  0.926
O  0.838  1.607  2.296
C  1.779  1.259  0.041
F  2.756  2.085  0.420
F  2.289  0.005  0.026
F  1.437  1.534  -1.230
C  -0.956  -0.003  -0.307
C  -1.691  -1.324  -0.140
H  -2.046  -1.715  -1.094
H  -0.989  -2.093  0.196
H  -2.522  -1.328  0.571
H  -0.269  -0.166  -1.142
H  -1.648  0.803  -0.573
H  -0.025  2.237  0.591
C  3.816  -0.585  2.746
O  2.798  -0.034  3.562
H  3.365  -1.243  1.994
H  4.458  0.211  2.367
H  4.422  -1.272  3.341
H  2.123  0.464  3.067
C  -4.566  -0.474  -2.076
O  -5.581  -0.601  -3.056
H  -4.864  -0.669  -1.043
H  -3.724  -1.109  -2.371
H  -4.195  0.544  -2.195
H  -5.914  -1.501  -3.094
C  -3.301  -4.949  -1.680
O  -3.188  -5.111  -0.254
H  -2.671  -5.709  -2.130
H  -4.349  -5.060  -1.974
H  -2.984  -3.937  -1.951
H  -3.891  -4.581  0.133
C  0.101  -3.128  -3.182
O  -0.034  -4.530  -3.393
H  0.880  -2.782  -3.868
H  -0.818  -2.622  -3.474
H  0.342  -2.942  -2.132
H  0.707  -4.994  -2.997
C  5.321  2.415  -2.005
O  6.726  2.264  -1.943
H  4.875  1.429  -2.178
H  4.879  2.854  -1.102
H  4.972  3.065  -2.806
H  6.943  1.867  -1.097
C  -2.569  2.659  2.377
O  -2.489  2.204  3.732
H  -3.567  3.068  2.191
H  -1.856  3.480  2.254
H  -2.386  1.891  1.626
H  -2.827  1.308  3.755
C  1.933  -3.768  0.078
O  2.952  -4.483  -0.620
H  1.997  -2.690  -0.091
H  0.988  -4.159  -0.305
H  2.002  -3.970  1.147
H  3.761  -4.442  -0.102
C  1.588  5.088  0.390
O  1.167  6.377  0.871
H  2.372  5.363  -0.317
H  2.000  4.457  1.176
H  0.791  4.640  -0.209
H  0.598  6.251  1.634
C  -1.890  3.804  -1.700
O  -2.498  2.668  -2.319
H  -2.426  4.715  -1.976
H  -1.893  3.755  -0.604
H  -0.852  3.947  -2.000
H  -3.405  2.961  -2.458
C  -0.629  -4.336  2.634
O  0.468  -3.495  3.022
H  -1.408  -3.712  2.194
H  -0.303  -5.051  1.878
H  -1.077  -4.855  3.485
H  1.177  -4.089  3.288
C  3.644  -1.383  -2.647
O  4.382  -1.088  -3.815
H  3.870  -0.641  -1.872
H  2.565  -1.441  -2.806
H  4.033  -2.320  -2.249
H  3.964  -0.408  -4.347
C  2.173  4.150  -3.526
O  3.038  3.434  -4.399
H  1.260  4.392  -4.078
H  1.842  3.527  -2.697
H  2.674  5.035  -3.128
H  3.127  3.936  -5.213
C  -5.633  0.214  2.465
O  -5.426  0.865  3.698
H  -4.757  0.302  1.798
H  -5.810  -0.863  2.553
H  -6.446  0.661  1.898
H  -4.760  0.387  4.195

Here are the Löwdin charges for atoms 1 to 8, given in e: number 1, N, carries 0.265; number 2, H, carries 0.051; number 3, H, carries 0.079; number 4, H, carries 0.119; number 5, H, carries 0.085; number 6, Ba, carries 1.837; number 7, O, carries -0.581; number 8, H, carries -0.115

=====

No. 6
Formula: C17H17BrN4O
Source: OMol25
Level of theory: ωB97M-V/def2-TZVPD

Summary:
- LUMO: 0.016 Ha
- E_HOMO: -7.5 eV
- Energy: -95942.4675 eV
- Frontier orbital gap: 7.90 eV
- Total charge: 0

Element x y z (Å)
C  -2.061  -4.123  -0.572
C  -1.317  -2.762  -0.580
O  -1.915  -1.636  -0.829
N  -0.098  -2.852  -0.253
C  0.757  -1.935  -0.145
C  0.378  -0.559  -0.371
C  1.257  0.381  0.080
N  1.380  1.887  -0.385
C  2.526  2.299  0.222
N  3.303  1.251  0.828
C  2.471  0.366  0.636
N  2.715  -0.976  0.883
C  1.964  -2.194  0.585
C  2.326  -3.309  1.190
H  3.252  -3.359  1.534
H  1.491  -3.822  1.972
H  2.435  -4.241  0.360
C  2.976  3.638  0.418
H  4.091  3.849  0.749
H  3.057  4.136  -0.558
H  2.265  4.301  0.811
C  0.269  2.774  -0.738
C  -0.995  2.321  -0.441
C  -2.006  1.949  -1.285
C  -3.175  1.552  -1.336
C  -3.357  1.191  0.236
C  -2.504  1.306  1.221
C  -1.256  2.174  0.814
H  -0.638  2.212  1.714
H  -2.707  1.285  2.336
Br  -5.099  0.538  0.706
H  -3.935  1.098  -1.970
H  -1.688  2.084  -2.485
H  0.514  3.589  -0.603
H  0.465  2.563  -1.981
H  -0.432  -0.069  -0.926
H  0.243  -3.728  -0.187
H  -1.593  -4.722  -1.118
H  -2.091  -4.570  0.331
H  -3.266  -3.884  -0.861

Here are the natural (NBO) charges for atoms 1 to 8, given in e: number 1, C, carries -0.654; number 2, C, carries 0.662; number 3, O, carries -0.658; number 4, N, carries -0.574; number 5, C, carries 0.158; number 6, C, carries -0.246; number 7, C, carries 0.105; number 8, N, carries -0.354